Entry i
{
  "formula": "C4H6N2",
  "method": "ωB97M-V/def2-TZVPD",
  "species": ["C", "C", "C", "N", "N", "C", "H", "H", "H", "H", "H", "H"],
  "xyz": [[1.35, 0.85, -0.35], [0.17, -0.06, -0.14], [-0.63, -0.05, 1.06], [-1.71, -0.75, 1.15], [-1.07, -1.87, -1.42], [-0.36, -0.93, -1.14], [1.09, 1.91, -0.36], [2.06, 0.69, 0.46], [1.86, 0.61, -1.29], [-0.21, 0.53, 1.89], [-2.06, -0.73, 2.10], [-0.38, 0.00, -1.82]],
  "homo_energy_ev": [-8.94, -8.35],
  "gap_ev": [7.93, 7.96],
  "total_charge": 0,
  "lumo_ev": [-1.0, -0.4]
}



Entry ii
{
  "formula": "C4H6N2",
  "method": "ωB97M-V/def2-TZVPD",
  "species": ["N", "C", "C", "N", "C", "C", "H", "H", "H", "H", "H", "H"],
  "xyz": [[-2.02, 0.21, -0.28], [-0.63, 0.11, -0.15], [0.28, 1.12, -0.09], [1.58, 0.58, -0.04], [1.43, -0.81, -0.09], [0.11, -1.13, -0.13], [-2.38, 1.10, 0.05], [-2.50, -0.55, 0.18], [0.14, 2.19, -0.18], [1.99, 0.73, 0.89], [2.31, -1.43, -0.10], [-0.31, -2.13, -0.07]],
  "homo_energy_ev": -7.83,
  "gap_ev": 8.96,
  "total_charge": 0,
  "lumo_ev": 1.1,
  "smiles": "Nc1cc[nH]c1"
}



Entry iii
{
  "formula": "C4H6N2",
  "method": "ωB97M-V/def2-TZVPD",
  "species": ["C", "C", "C", "C", "N", "N", "H", "H", "H", "H", "H", "H"],
  "xyz": [[-0.05, 0.70, 0.15], [0.04, -0.51, -0.09], [-2.80, 0.36, 0.14], [2.80, -0.46, -0.16], [-1.93, 0.75, -0.67], [1.92, -0.53, 0.74], [0.16, 1.64, 0.61], [-0.14, -1.42, -0.60], [-3.87, 0.49, -0.08], [3.86, -0.63, 0.09], [2.58, -0.24, -1.22], [-2.58, -0.15, 1.10]],
  "homo_energy_ev": [-7.71, -7.73],
  "gap_ev": [8.17, 8.17],
  "total_charge": 0,
  "lumo_ev": [0.5, 0.4]
}



Entry iv
{
  "formula": "C4H6N2",
  "method": "ωB97M-V/def2-TZVPD",
  "species": ["C", "N", "N", "C", "C", "C", "H", "H", "H", "H", "H", "H"],
  "xyz": [[-0.67, 0.15, 0.28], [-0.09, 1.35, 0.38], [-1.99, -0.13, -0.15], [-0.24, -0.98, -0.25], [1.61, -0.85, -0.24], [2.74, -0.41, -0.12], [-0.72, 2.10, 0.66], [0.95, 1.22, 0.38], [-2.52, -0.94, 0.18], [-2.36, 0.53, -0.82], [-0.46, -2.03, -0.22], [3.74, -0.02, -0.10]],
  "homo_energy_ev": -7.50,
  "gap_ev": 8.29,
  "total_charge": 0,
  "lumo_ev": 0.8
}



What should be chosen as the most stable of them? Choose entry ii.



Entry i
{
  "formula": "C4H6N2",
  "method": "ωB97M-V/def2-TZVPD",
  "species": ["N", "C", "C", "C", "C", "N", "H", "H", "H", "H", "H", "H"],
  "xyz": [[-0.92, -0.79, 0.97], [-0.06, -0.33, -0.09], [1.29, 0.08, 0.42], [0.31, 1.15, -0.02], [-0.54, -0.50, -1.45], [-1.18, -0.28, -2.40], [-1.90, -0.59, 0.75], [-0.84, -1.80, 1.06], [2.14, -0.06, -0.25], [1.50, -0.18, 1.46], [-0.43, 1.72, 0.50], [0.63, 1.58, -0.96]],
  "homo_energy_ev": -10.01,
  "gap_ev": 10.89,
  "total_charge": 0,
  "lumo_ev": 0.9,
  "smiles": "N#CC1(N)CC1"
}



Entry ii
{
  "formula": "C4H6N2",
  "method": "ωB97M-V/def2-TZVPD",
  "species": ["C", "C", "C", "C", "H", "H", "H", "H", "H", "H", "N", "N"],
  "xyz": [[-2.36, -0.44, 0.07], [1.09, 0.45, 0.11], [2.43, -0.13, 0.21], [3.61, -0.42, -0.12], [-2.19, -1.50, 0.29], [-2.93, 0.07, 0.88], [-3.17, -0.55, -0.75], [-1.19, 1.28, -0.31], [1.14, 1.58, 0.11], [4.73, -0.39, -0.21], [-1.18, 0.28, -0.15], [0.02, -0.24, -0.12]],
  "homo_energy_ev": -8.07,
  "gap_ev": 9.02,
  "total_charge": 0,
  "lumo_ev": 0.9,
  "smiles": "C#C/C=N/NC"
}



Entry iii
{
  "formula": "C4H6N2",
  "method": "ωB97M-V/def2-TZVPD",
  "species": ["N", "C", "C", "C", "C", "N", "H", "H", "H", "H", "H", "H"],
  "xyz": [[-0.86, -0.60, -1.12], [-1.24, 0.46, -0.61], [-1.64, 1.58, -0.08], [0.93, -0.62, 0.60], [0.43, -1.16, -0.71], [2.08, -0.10, 0.70], [-1.36, 2.53, -0.53], [-2.25, 1.58, 0.82], [0.21, -0.68, 1.43], [1.16, -0.95, -1.49], [0.31, -2.25, -0.65], [2.24, 0.22, 1.66]],
  "homo_energy_ev": -9.09,
  "gap_ev": 10.11,
  "total_charge": 0,
  "lumo_ev": 1.0,
  "smiles": "[H]/N=C/CN=C=C"
}



Entry iv
{
  "formula": "C4H6N2",
  "method": "ωB97M-V/def2-TZVPD",
  "species": ["C", "C", "C", "N", "C", "N", "H", "H", "H", "H", "H", "H"],
  "xyz": [[-2.02, -0.18, 0.10], [-0.49, -0.32, 0.08], [0.37, 0.75, -0.04], [1.71, 0.41, -0.11], [2.10, -0.83, -0.07], [-0.17, -1.56, 0.15], [-2.23, 0.58, 0.85], [-2.58, -1.08, 0.36], [-2.33, 0.14, -0.90], [0.08, 1.78, -0.11], [2.37, 1.19, -0.18], [3.22, -0.88, -0.12]],
  "homo_energy_ev": [-7.48, -7.49],
  "gap_ev": [7.11, 6.90],
  "total_charge": 0,
  "lumo_ev": [-0.4, -0.6]
}



What should be chosen as the most stable of them? Choose entry i.



Entry i
{
  "formula": "C4H6N2",
  "method": "ωB97M-V/def2-TZVPD",
  "species": ["C", "N", "C", "C", "N", "C", "H", "H", "H", "H", "H", "H"],
  "xyz": [[-1.53, -0.27, -0.14], [-0.29, 0.10, 0.57], [0.70, -0.84, 0.28], [1.76, -0.17, -0.20], [1.55, 1.20, -0.11], [0.33, 1.32, 0.33], [-1.25, -0.84, -1.04], [-2.17, -0.90, 0.47], [-2.06, 0.62, -0.47], [0.46, -1.89, 0.40], [2.64, -0.58, -0.67], [-0.13, 2.26, 0.59]],
  "homo_energy_ev": -9.01,
  "gap_ev": 9.94,
  "total_charge": 0,
  "lumo_ev": 0.9,
  "smiles": "Cn1ccnc1"
}



Entry ii
{
  "formula": "C4H6N2",
  "method": "ωB97M-V/def2-TZVPD",
  "species": ["C", "N", "C", "C", "N", "C", "H", "H", "H", "H", "H", "H"],
  "xyz": [[0.43, 0.19, -1.61], [0.06, -0.04, -0.23], [0.37, 0.72, 0.86], [-0.28, 0.14, 1.91], [-0.98, -0.96, 1.50], [-0.75, -1.04, 0.21], [-0.28, -0.35, -2.25], [0.34, 1.26, -1.85], [1.44, -0.14, -1.82], [1.03, 1.58, 0.79], [-0.28, 0.46, 2.94], [-1.11, -1.82, -0.45]],
  "homo_energy_ev": -8.78,
  "gap_ev": 9.65,
  "total_charge": 0,
  "lumo_ev": 0.9,
  "smiles": "Cn1ccnc1"
}



What should be chosen as the most stable of them? Choose entry ii.